18
Properties=species:S:1:pos:R:3:forces:R:3 method="wB97M-V/def2-TZVPD" total_energy_ev=-8427.86034 total_charge=+1 molar_mass_da=92.14 relative_energy_ev=0.301 orbital_gap_ev="8.16 / 4.62" multiplicity=2
C -0.801 -1.396 1.220 -0.3962 -0.2212 -1.2735
H 1.274 1.603 -2.372 -0.3657 0.1265 -0.1648
H 1.631 -2.017 2.384 -0.3197 -0.2225 -0.1641
H -1.403 -1.148 2.092 -0.0328 -0.0842 0.4175
H 2.645 0.124 3.094 0.5099 -0.1276 0.1309
H 2.769 0.664 1.433 -0.3151 0.5746 -0.3058
H -5.004 1.445 -5.391 -0.0840 0.1224 0.0992
C 1.593 -1.074 1.850 0.4053 0.3848 0.2751
H 1.668 1.151 -1.013 -0.1487 0.2141 -0.1096
O 0.883 1.430 -1.506 0.6470 -0.3579 0.2794
H -5.462 1.955 -4.020 -0.0464 -0.0540 0.0083
H 3.699 -0.711 1.865 0.2513 -0.4244 0.5781
H -0.574 -2.457 1.174 -0.1417 -0.3259 0.5227
H -1.408 -1.161 0.346 -0.1409 0.1558 0.0653
H 0.530 0.219 0.535 -0.1974 0.1152 0.0826
C 0.436 -0.663 1.162 0.6979 0.1026 0.0894
O -5.231 2.247 -4.905 0.1255 -0.0709 -0.1111
C 2.756 -0.212 2.051 -0.4483 0.0927 -0.4197



7
Properties=species:S:1:pos:R:3:forces:R:3 method="wB97M-V/def2-TZVPD" total_energy_ev=-23447.59122 molar_mass_da=130.07 relative_energy_ev=2.401 orbital_gap_ev=12.61 multiplicity=1
O -0.659 -1.726 1.787 0.9128 0.7896 -1.8442
O -1.335 0.534 -0.695 2.0160 -0.2448 0.6039
F 0.643 1.682 -1.324 -0.2913 -0.6212 1.0668
C -0.255 -1.289 0.813 -1.9665 -3.0892 3.1090
F 0.951 -0.568 -1.155 -1.2559 1.9368 0.8611
S 0.061 0.568 -0.346 -0.4687 -0.1331 -5.1262
O 0.593 0.798 0.919 1.0536 1.3619 1.3295



17
Properties=species:S:1:pos:R:3:forces:R:3 method="wB97M-V/def2-TZVPD" total_energy_ev=-8430.90747 molar_mass_da=98.14 relative_energy_ev=0.333 orbital_gap_ev=10.40 multiplicity=1
C 1.004 0.933 0.059 -0.1785 0.1182 -0.0001
H 1.791 1.484 0.554 0.5587 0.1720 -0.5082
H -2.152 -1.084 0.459 0.0484 0.0021 -0.1942
H -0.007 -2.301 0.024 -0.0007 0.1532 -0.0227
H -0.344 -1.333 -1.417 0.0443 -0.0004 0.1655
C -1.226 -0.511 0.373 -0.0887 -0.0665 -0.0056
O 1.862 -1.122 0.996 0.2141 0.1389 0.1804
H -2.191 1.434 0.161 0.0186 -0.1254 -0.0997
H 1.850 -0.692 -1.029 -0.0988 0.0527 0.2521
H 2.549 -0.502 1.277 -0.1058 -0.2528 0.0261
C -1.428 0.829 -0.343 -0.0526 -0.0257 0.0318
H -0.875 -0.297 1.392 -0.2119 -0.0858 -0.1076
C 1.216 -0.547 -0.134 -0.2540 0.1280 -0.1935
C -0.117 -1.277 -0.344 -0.0209 -0.0170 -0.0185
H -1.772 0.681 -1.378 0.0949 0.0143 0.1590
C -0.128 1.577 -0.223 0.0730 -0.0622 0.2071
H -0.151 2.663 -0.172 -0.0402 -0.1436 0.1280



50
Properties=species:S:1:pos:R:3:forces:R:3 method="wB97M-V/def2-TZVPD" total_energy_ev=-110309.26400 total_charge=+3 molar_mass_da=519.60 relative_energy_ev=0.000 orbital_gap_ev=5.64 multiplicity=1
C 1.281 -2.493 -1.789 -0.1436 0.1833 0.0616
H 0.977 0.082 -3.624 0.0497 -0.0021 0.0010
Zr 0.465 0.271 -0.201 -0.1985 -0.2898 0.3085
H -0.128 -2.095 2.072 0.0180 0.0049 0.0061
H 4.606 -0.691 2.587 0.0044 0.0205 -0.0195
C -3.884 0.954 -0.601 0.1515 -0.0524 0.1307
C 1.719 -0.370 -2.966 -0.0573 -0.1045 -0.0292
C 3.575 -0.986 2.448 0.0405 -0.0063 0.0092
H 3.265 2.325 -0.362 -0.0213 0.0717 0.0237
H -3.958 -2.404 -0.028 -0.0177 -0.0087 0.0043
H -1.559 -1.964 0.250 0.0122 0.0394 -0.0157
S -6.564 0.145 0.947 -0.0382 0.0697 0.0809
C 0.333 2.509 2.130 0.0441 -0.0556 -0.2834
H 3.232 0.410 0.896 -0.0183 -0.0227 -0.0083
C 2.379 2.668 -0.901 -0.0467 -0.0614 -0.1940
C 2.623 0.651 -2.334 0.0334 0.3017 0.0238
C -5.919 -0.508 -0.394 0.2605 -0.2842 -0.1904
C 1.346 3.303 0.004 -0.0218 -0.0059 0.0416
C -2.536 1.122 -0.442 -0.1572 0.0559 -0.1218
O 0.652 2.226 0.710 0.1143 -0.1889 -0.1598
H -0.355 1.730 2.453 0.0195 0.0492 0.0533
H 3.116 1.285 -3.072 -0.0423 -0.0791 -0.0460
C 1.697 -2.385 3.106 -0.0277 0.0025 -0.0141
H -7.479 -1.436 -1.287 0.0001 -0.0020 -0.0228
H 1.293 -3.156 3.748 -0.0011 -0.0061 0.0003
H -0.141 3.486 2.165 0.0067 -0.0112 0.1199
C -2.238 -1.151 0.003 -0.1955 -0.1222 -0.0781
Br 4.094 -2.812 4.538 -0.0172 0.0203 -0.0247
C 0.908 -1.779 2.151 0.0897 -0.0384 0.0921
H -4.524 1.800 -0.812 0.0129 0.0172 0.0035
O 0.986 -1.045 -1.882 0.2885 0.3311 0.1420
H -2.078 2.100 -0.552 -0.0394 -0.0193 -0.0137
H 1.267 2.464 2.685 -0.0705 0.0780 0.0809
H 2.333 -2.616 -1.539 -0.0211 -0.0469 -0.0369
H 0.649 -2.888 -0.998 0.0334 -0.0439 -0.0203
H 1.834 3.941 0.741 -0.0102 0.0428 -0.0698
C 2.780 -0.383 1.496 0.0481 -0.0588 0.0388
H 2.664 3.349 -1.703 0.0592 0.0161 0.0768
H 3.368 0.204 -1.670 0.0254 -0.0283 -0.1090
C -3.576 -1.401 -0.158 0.1528 0.0626 0.1031
N -6.484 -1.259 -1.335 -0.0632 0.1406 0.0827
H 0.595 3.875 -0.542 0.0618 -0.0064 -0.0137
H 1.023 -2.939 -2.746 0.0243 -0.0481 0.0303
H 2.293 -1.114 -3.517 -0.0006 0.0526 -0.0209
N -1.702 0.089 -0.134 0.2738 0.0342 -0.1010
C -4.438 -0.326 -0.426 -0.2205 0.1480 0.0117
C 1.434 -0.769 1.317 -0.2533 0.0158 -0.0927
H -5.999 -1.523 -2.177 -0.0168 -0.0386 -0.0039
C 3.034 -1.994 3.255 -0.0638 0.0217 -0.0483
O 1.741 1.495 -1.510 -0.0613 -0.1479 0.2115



57
Properties=species:S:1:pos:R:3:forces:R:3 method="wB97M-V/def2-TZVPD" total_energy_ev=-71800.35299 molar_mass_da=589.46 orbital_gap_ev=7.79 multiplicity=1
C -2.290 0.506 -1.896 -0.4487 -0.0566 -0.0358
H -2.501 -4.189 3.618 0.0051 -0.0568 0.1030
Be -0.065 -0.041 -0.337 -0.5754 0.4686 -0.3653
O 0.612 -1.323 2.926 -0.9003 0.1465 -0.1692
C -3.897 -1.025 -2.837 0.0271 0.0166 -0.0176
C 0.797 4.225 -3.323 0.2960 0.1422 0.1240
H 1.824 -3.344 1.733 -0.0013 -0.0813 -0.0305
S -0.487 1.135 1.538 0.1707 -0.4103 -0.1351
H -0.307 -2.412 4.860 0.0732 -0.0360 0.0122
C 2.675 -0.081 2.498 -0.2313 -0.0958 0.0936
I -1.019 -1.897 -3.268 -0.3132 0.1390 0.0448
C 2.348 -2.401 1.591 -0.1768 0.0551 0.1736
C -2.163 -2.071 3.806 -0.0850 -0.3593 0.3278
H 2.384 0.317 1.529 0.0308 0.0658 -0.0119
N -0.956 0.795 -1.557 0.6778 0.1876 0.1038
C 1.633 3.130 -2.713 0.0529 -0.0759 -0.0446
O -0.052 3.772 -4.360 -0.2423 -0.1040 -0.3565
H -1.061 -3.600 2.766 0.0615 -0.1165 0.0045
O 1.405 0.097 -0.725 0.7572 -0.3857 -0.1977
N 3.800 2.222 -2.280 0.3821 -0.3431 0.1727
H -0.945 2.401 -2.829 0.0347 -0.0239 0.0651
C -4.922 -0.165 -2.484 -0.0637 -0.0150 0.0030
H 4.017 -0.781 -1.690 0.0414 -0.1471 0.0477
C -2.588 -0.678 -2.559 0.3798 -0.3039 -0.1744
C -0.367 1.788 -2.138 -0.8624 -0.2696 -0.2403
H 3.756 -0.196 2.527 0.1115 -0.0246 0.0048
C 1.875 1.073 -1.440 -0.3653 0.4611 -0.1703
S -0.826 -1.868 0.320 0.2685 0.1354 0.1222
H 0.484 3.391 -5.065 0.0271 0.0198 0.0692
C -4.633 1.040 -1.868 -0.0991 0.0748 -0.0206
H -5.944 -0.437 -2.704 -0.0576 0.0033 -0.0109
H -1.760 -2.755 5.805 -0.1008 -0.1233 0.1085
C -1.319 -2.084 5.075 -0.1206 0.0521 -0.2296
H 1.459 5.021 -3.692 -0.1063 -0.0629 0.1790
H -5.429 1.728 -1.623 -0.0367 0.0160 0.0650
H -2.668 -3.288 2.104 -0.0192 -0.0681 0.0039
H 3.994 -0.066 -0.086 0.0365 -0.1020 0.0894
O -1.801 -0.950 2.984 -0.0296 0.2721 -0.0077
H 3.517 3.992 -3.263 -0.0717 0.1347 -0.0625
C 4.196 0.138 -1.134 -0.1073 0.0128 0.0074
P -0.580 -0.792 1.998 -0.0662 0.1110 0.6269
C 1.031 2.027 -2.054 1.0924 0.1109 0.2289
H 0.128 4.649 -2.568 0.1002 0.0601 -0.0982
H 5.227 0.451 -1.266 0.0403 0.0031 -0.0198
H 3.417 -2.590 1.569 0.1443 -0.0164 0.0386
C 2.022 -1.435 2.720 0.7543 -0.0902 -0.1217
H -1.277 -1.083 5.497 -0.0071 0.0651 0.0744
H 2.049 -1.977 0.635 0.0420 -0.0149 -0.0631
H 2.363 -1.852 3.680 -0.0370 0.0701 -0.2539
H 2.374 0.624 3.270 0.0005 0.0692 0.0549
C 3.283 1.204 -1.643 -0.0234 -0.0681 0.0793
H -3.204 -1.850 4.071 0.1672 -0.0691 -0.0610
H -3.088 2.292 -1.059 0.0384 0.1392 0.1169
C -2.094 -3.373 3.025 -0.1108 0.2233 0.0125
H -4.110 -1.956 -3.336 -0.0276 -0.1103 -0.0924
C 3.006 3.171 -2.779 -0.5992 0.4358 -0.1981
C -3.324 1.371 -1.567 0.0721 -0.0608 0.0311



88
Properties=species:S:1:pos:R:3:forces:R:3 method="wB97M-V/def2-TZVPD" total_energy_ev=-74531.25838 total_charge=-2 molar_mass_da=732.76 relative_energy_ev=0.221 orbital_gap_ev=6.59 multiplicity=1
C 4.095 3.058 -0.960 0.0362 -0.0932 0.0190
H -4.776 0.514 -1.160 -0.0006 -0.0078 -0.0013
C -1.149 3.847 -0.803 0.1038 0.1466 -0.0680
C -0.172 -3.217 3.083 -0.0049 -0.0037 0.0158
Ag 0.530 1.005 0.398 -0.1888 -0.2488 0.3228
H -0.719 -3.577 2.212 -0.0018 0.0024 -0.0029
H 4.851 0.146 0.759 0.0006 0.0011 -0.0007
C 0.806 1.232 -3.560 0.0008 0.0189 0.0129
F -0.602 2.183 2.956 -0.0028 -0.0226 -0.0174
C 4.336 -2.496 0.015 -0.0080 -0.0123 -0.0061
H -5.523 1.887 1.281 -0.0032 0.0038 -0.0043
H -3.940 -0.071 5.253 0.0014 -0.0009 0.0003
H -0.461 -3.657 -2.692 -0.0006 -0.0017 0.0000
H 0.847 -2.058 -2.442 0.0088 -0.0088 0.0202
C -1.069 -3.440 -1.818 0.0029 0.0165 0.0099
C -2.042 -0.585 1.912 0.0507 0.0633 0.0030
H 0.835 -3.644 3.056 -0.0022 0.0023 0.0002
C 3.848 -0.223 0.988 0.0207 -0.0003 0.0070
H -5.387 -0.404 0.231 -0.0005 0.0035 0.0006
H 5.477 -0.693 -1.710 0.0007 0.0090 0.0034
H -4.810 0.919 3.175 0.0001 0.0026 -0.0021
H -3.571 -4.697 0.044 -0.0004 0.0017 0.0027
H 1.461 2.468 -5.234 -0.0039 -0.0055 -0.0066
H 0.409 -1.616 5.233 -0.0052 0.0035 -0.0004
C 0.756 -1.211 4.278 0.0017 0.0162 -0.0007
C 3.355 -0.634 -1.411 0.0050 0.0400 0.0094
H 2.413 -1.614 0.226 -0.0065 0.0091 0.0014
N -1.675 4.068 0.424 -0.0217 -0.0894 0.0358
H 5.421 0.545 -3.831 -0.0035 0.0056 0.0096
H 4.274 -2.968 0.999 0.0006 -0.0012 0.0032
S 5.728 3.361 -0.878 -0.0174 -0.0042 -0.0121
H 1.700 3.208 -3.647 0.0009 -0.0012 -0.0091
H -4.595 2.720 0.029 -0.0112 -0.0043 -0.0083
H 0.751 3.930 -0.059 -0.0080 0.0200 -0.0105
H -0.250 -0.632 -3.983 -0.0071 0.0104 -0.0124
H -0.676 -3.593 3.980 0.0012 -0.0011 0.0016
H -2.782 1.170 0.133 0.0024 0.0092 0.0104
C 2.106 0.598 -3.106 -0.0054 -0.0456 -0.0129
F 0.798 3.598 1.999 -0.0067 -0.0098 0.0060
H -3.898 -0.904 -0.579 0.0166 -0.0158 0.0047
H 5.380 -2.220 -0.149 -0.0008 0.0053 -0.0083
C -1.556 -1.909 0.056 0.0016 -0.0163 -0.0066
N 0.181 3.975 -0.897 -0.0067 -0.2006 0.0793
C 0.361 -1.538 -1.606 0.0072 0.0192 0.0193
C 0.582 2.188 2.190 0.0528 0.1367 -0.1200
H -3.144 -2.686 1.324 -0.0037 -0.0014 0.0016
S -2.142 3.507 -2.128 -0.0251 -0.0008 -0.0138
N -1.354 -0.788 0.712 -0.0036 -0.0004 -0.0745
C 4.498 0.329 -3.308 -0.0009 -0.0046 -0.0126
C -3.894 0.340 3.144 -0.0120 -0.0141 -0.0095
C -3.689 0.874 0.671 -0.0017 0.0041 -0.0172
C -0.012 0.314 -4.470 0.0124 -0.0078 -0.0199
H 3.847 -0.644 1.998 -0.0021 -0.0006 0.0033
H 0.205 1.408 -2.662 0.0040 0.0150 0.0038
H 1.362 1.934 2.918 0.0046 0.0032 -0.0011
C 4.525 -0.375 -2.117 -0.0094 0.0060 0.0022
C -2.057 -4.319 -1.453 -0.0103 -0.0021 0.0094
C -2.793 -4.016 -0.289 -0.0065 -0.0202 -0.0148
H 3.292 1.421 -4.688 0.0017 0.0022 -0.0003
H 0.374 -1.358 2.187 -0.0131 -0.0076 0.0080
N 0.928 -0.443 -1.230 0.0897 0.0127 -0.1357
H 4.059 -3.237 -0.738 -0.0015 -0.0005 0.0007
N 2.953 2.825 -1.015 -0.0242 0.1722 -0.0314
C 2.147 -0.166 -1.937 -0.0100 -0.0086 0.0270
C -0.108 -1.688 3.111 0.0091 -0.0107 -0.0145
H -4.054 2.753 1.724 0.0072 -0.0122 -0.0025
C -0.779 -2.255 -1.112 -0.0135 0.0028 0.0100
H 0.649 3.620 -1.715 -0.0296 0.0487 -0.0483
H 3.181 0.641 0.967 0.0020 -0.0014 -0.0049
H 0.749 -0.122 4.347 0.0042 0.0013 -0.0048
C -2.556 -2.887 0.438 0.0124 0.0407 -0.0107
H 0.543 0.096 -5.388 -0.0030 -0.0019 0.0024
C -3.402 -0.206 4.321 0.0031 0.0007 -0.0012
H -2.635 3.790 0.525 0.0127 0.0121 -0.0031
C 1.025 2.584 -4.237 -0.0256 0.0022 0.0213
H 1.789 -1.541 4.138 -0.0002 -0.0013 0.0029
C -1.485 -1.052 3.117 0.0045 -0.0027 0.0050
C 3.296 0.817 -3.790 0.0025 -0.0019 0.0013
H -0.953 0.800 -4.738 -0.0036 -0.0022 -0.0104
H 0.067 3.095 -4.342 0.0125 0.0137 0.0138
C 3.417 -1.277 -0.038 0.0047 0.0033 -0.0043
C -2.186 -0.870 4.304 -0.0143 -0.0195 0.0047
H -1.076 3.941 1.231 0.0233 0.0168 -0.0085
C -4.481 -0.041 -0.266 -0.0058 0.0024 0.0101
C -3.223 0.182 1.938 0.0039 0.0074 -0.0004
H -2.251 -5.217 -2.023 0.0009 0.0002 -0.0001
C -4.510 2.133 0.947 0.0026 0.0054 0.0254
H -1.765 -1.235 5.234 0.0024 -0.0025 0.0038



9
Properties=species:S:1:pos:R:3:forces:R:3 method="wB97M-V/def2-TZVPD" total_energy_ev=-10217.05471 molar_mass_da=98.06 relative_energy_ev=1.134 orbital_gap_ev=11.68 multiplicity=1
N -1.182 -0.605 2.112 0.8508 0.2119 -0.6230
O 0.249 0.455 -0.755 0.0101 0.1435 0.0422
O -1.329 -1.082 -1.341 0.2812 0.5865 0.2318
H 2.521 0.440 0.040 -0.0382 -0.0348 0.0405
C 0.730 0.045 0.458 0.3579 -0.0225 0.2086
H -1.617 0.935 -1.399 0.0044 -0.0428 -0.1996
C -0.305 -0.351 1.404 -0.7518 -0.2739 0.6285
N 1.934 0.112 0.808 -0.4044 -0.0797 -0.2037
C -1.005 0.051 -1.196 -0.3101 -0.4884 -0.1254



38
Properties=species:S:1:pos:R:3:forces:R:3 method="wB97M-V/def2-TZVPD" total_energy_ev=-286023.12957 total_charge=+1 molar_mass_da=764.65 relative_energy_ev=0.177 orbital_gap_ev=6.96 multiplicity=1
C 0.029 -4.452 1.028 -0.0045 0.0240 -0.0349
H 0.926 -5.381 2.727 -0.0026 0.0022 0.0029
H 1.976 -4.102 4.593 0.0010 -0.0056 -0.0045
C -0.419 4.312 3.334 -0.0330 0.0064 -0.0467
H -0.256 -5.367 0.532 0.0030 -0.0050 0.0034
C 0.802 2.246 3.657 0.0022 0.1225 0.0364
H -0.689 5.314 3.638 -0.0016 0.0028 -0.0027
H -2.177 5.477 1.638 -0.0001 -0.0019 0.0048
Se -2.253 -0.762 -1.292 -0.2860 -0.0776 -0.2479
Se 0.584 1.138 -2.525 -0.0713 -0.0026 0.1269
H -3.094 4.427 -0.428 0.0008 0.0064 0.0027
C -0.250 -3.228 0.421 0.0389 0.0521 -0.0890
C -0.629 2.463 1.761 0.0232 -0.0622 -0.0355
H 0.923 3.968 4.937 0.0060 -0.0052 0.0035
C 0.463 3.563 4.046 0.0369 -0.0855 -0.0168
H -2.326 2.138 -1.041 -0.0292 0.0150 0.0063
Hf -0.150 -0.010 0.104 0.3056 0.1413 -1.4659
C 1.650 -0.766 3.964 0.0201 -0.0753 0.0990
C -1.975 2.622 -0.139 0.0571 -0.0219 -0.0610
C 2.027 -1.968 4.609 -0.0206 0.0877 -0.0358
H 1.521 1.737 4.267 -0.0166 0.0587 0.0206
Se 2.132 0.842 -0.777 0.0763 -0.0207 -0.1144
N 0.418 0.334 2.067 -0.0964 -0.0333 0.7714
N 0.066 -2.064 0.970 0.0035 -0.0352 0.4011
H 2.575 -1.900 5.539 0.0020 0.0076 0.0023
C 1.706 -3.182 4.093 -0.0278 -0.0250 -0.0454
C -0.980 3.764 2.156 0.0132 0.1111 0.0374
H -0.742 -3.183 -0.541 -0.0215 -0.0225 0.0130
C -1.887 4.475 1.345 0.0050 0.0259 0.0176
N -1.122 1.926 0.599 -0.0553 0.0667 0.3938
Se -0.336 -1.032 -2.646 -0.0511 -0.0854 0.2310
C 0.674 -4.450 2.234 0.0135 -0.0187 0.0201
C 0.670 -2.042 2.203 0.0261 0.0812 -0.0573
C 0.932 -0.762 2.792 -0.0303 0.2035 -0.0432
C 0.251 1.651 2.547 0.0281 -0.2445 0.0515
C 1.021 -3.235 2.855 0.0691 -0.0893 0.0517
H 1.956 0.146 4.435 0.0059 -0.0590 0.0385
C -2.393 3.907 0.208 0.0101 -0.0385 -0.0350